No. 1
85
Properties=species:S:1:pos:R:3 method="wB97M-V/def2-TZVPD" spin_multiplicity=2 homo_energy_ev="-6.4 / -6.8" orbital_gap_ha="0.20211 / 0.21436" s2=0.80
V -1.06 -0.22 0.75
C -0.98 3.44 2.98
C -0.91 2.06 2.42
N -1.35 1.73 1.25
N -1.70 2.80 0.47
C -2.79 2.83 -0.26
N -2.83 3.91 -1.10
S -4.14 1.76 -0.31
C -0.32 0.97 3.23
C 0.08 1.14 4.53
C 0.62 0.06 5.22
C 0.76 -1.15 4.57
C 0.33 -1.25 3.26
N -0.21 -0.22 2.61
H -1.34 4.12 2.22
H -1.66 3.47 3.83
H 0.01 3.76 3.32
H -2.16 4.64 -0.94
H -3.73 4.16 -1.46
H -0.03 2.10 5.01
H 0.93 0.17 6.25
H 1.19 -2.01 5.06
H 0.41 -2.18 2.71
Br -7.15 -2.45 2.16
C -5.37 -1.85 1.93
C -4.99 -0.61 2.47
C -3.73 -0.17 2.22
N -2.79 -0.88 1.54
C -3.17 -2.15 1.11
C -4.48 -2.63 1.27
C -2.11 -2.91 0.54
C -2.18 -4.28 0.24
C -1.06 -4.92 -0.18
Br -1.12 -6.76 -0.58
C 0.17 -4.23 -0.29
C 0.19 -2.90 0.00
N -0.92 -2.20 0.39
H -5.69 0.02 3.00
H -3.42 0.80 2.58
H -4.77 -3.59 0.87
H -3.11 -4.82 0.36
H 1.08 -4.73 -0.59
H 1.12 -2.34 -0.07
C -1.02 -1.40 -2.89
Te -2.43 -0.33 -1.61
C -2.09 1.16 -3.09
C -1.88 0.40 -4.37
C -2.21 0.92 -5.61
C -1.99 0.18 -6.77
C -1.44 -1.09 -6.68
C -1.13 -1.63 -5.44
C -1.34 -0.89 -4.27
H -1.11 -2.48 -2.80
H -0.02 -1.10 -2.58
H -1.20 1.71 -2.78
H -2.93 1.84 -3.12
H -2.66 1.91 -5.67
H -2.26 0.59 -7.73
H -1.27 -1.67 -7.58
H -0.72 -2.63 -5.36
C 4.12 3.56 0.90
C 3.63 2.55 1.92
C 4.75 1.70 2.50
O 2.53 1.77 1.35
P 2.58 0.45 0.47
S 3.02 -1.16 1.47
S 0.81 0.48 -0.53
O 3.68 0.84 -0.61
C 4.38 -0.01 -1.57
C 3.51 -1.12 -2.14
C 5.66 -0.52 -0.94
H 4.82 4.25 1.37
H 3.28 4.13 0.50
H 4.61 3.05 0.07
H 3.14 3.09 2.74
H 5.28 1.17 1.71
H 4.36 0.96 3.19
H 5.45 2.35 3.03
H 4.63 0.68 -2.37
H 3.25 -1.85 -1.37
H 4.06 -1.63 -2.93
H 2.58 -0.71 -2.56
H 5.43 -1.21 -0.13
H 6.25 0.30 -0.55
H 6.25 -1.05 -1.69

***

No. 2
81
Properties=species:S:1:pos:R:3 method="wB97M-V/def2-TZVPD" spin_multiplicity=1 e_above_lowest_kcal_mol=18.6 homo_energy_ev=-7.2 orbital_gap_ha=0.23467
Ir 0.09 0.10 -1.57
O 1.40 2.67 0.09
C 2.64 2.96 -0.54
C 2.69 2.86 -2.08
C 3.81 3.84 -2.49
O 4.04 3.92 -3.89
C 3.07 1.49 -2.65
Se 2.54 -0.14 -1.72
C 1.41 3.37 -2.73
Se -0.18 2.19 -2.80
H 0.77 3.36 -0.13
H 3.37 2.28 -0.10
H 2.93 3.98 -0.26
H 4.73 3.56 -1.96
H 3.54 4.86 -2.18
H 4.33 3.06 -4.21
H 4.16 1.41 -2.71
H 2.67 1.38 -3.66
H 1.62 3.60 -3.78
H 1.08 4.30 -2.26
C -3.60 1.62 -2.15
C -3.30 0.17 -2.42
C -4.26 -0.66 -2.98
C -3.97 -2.01 -3.13
C -2.75 -2.51 -2.74
C -1.80 -1.62 -2.21
N -2.11 -0.31 -2.06
N -0.56 -1.90 -1.80
Si 0.01 -3.47 -1.32
C 1.66 -3.27 -0.48
C 0.28 -4.65 -2.75
C -1.24 -4.23 -0.13
H -4.15 1.71 -1.21
H -4.22 2.05 -2.95
H -2.68 2.20 -2.07
H -5.21 -0.25 -3.28
H -4.71 -2.68 -3.56
H -2.50 -3.56 -2.85
H 2.48 -3.51 -1.16
H 1.74 -3.93 0.39
H 1.81 -2.24 -0.15
H 1.01 -4.22 -3.45
H -0.63 -4.88 -3.31
H 0.69 -5.59 -2.38
H -1.99 -3.49 0.17
H -0.75 -4.59 0.78
H -1.77 -5.07 -0.58
F -2.76 -4.61 4.20
C -2.16 -3.61 3.52
C -2.96 -2.69 2.88
C -2.34 -1.67 2.17
C -0.95 -1.57 2.13
C -0.18 -2.52 2.79
C -0.79 -3.55 3.50
Sb -0.08 0.01 1.01
C -1.27 1.55 1.83
C -1.86 2.50 1.00
C -2.68 3.48 1.53
C -2.90 3.49 2.89
F -3.71 4.43 3.41
C -2.33 2.57 3.74
C -1.51 1.59 3.20
C 1.73 0.30 2.09
C 2.80 -0.58 1.93
C 4.02 -0.34 2.54
C 4.16 0.82 3.28
F 5.36 1.08 3.84
C 3.13 1.72 3.45
C 1.91 1.46 2.85
H -4.04 -2.78 2.92
H -2.95 -0.93 1.65
H 0.90 -2.47 2.76
H -0.21 -4.29 4.04
H -1.68 2.46 -0.07
H -3.15 4.23 0.90
H -2.53 2.62 4.81
H -1.06 0.85 3.86
H 2.69 -1.47 1.32
H 4.85 -1.02 2.43
H 3.30 2.62 4.03
H 1.10 2.16 2.96

***

No. 3
81
Properties=species:S:1:pos:R:3 method="wB97M-V/def2-TZVPD" spin_multiplicity=3 e_above_lowest_kcal_mol=19.3 homo_energy_ev="-7.6 / -10.1" charge=+1 orbital_gap_ha="0.15984 / 0.24944" s2=2.04
Ti 0.30 0.28 0.90
C 7.14 -1.60 1.55
C 5.74 -1.25 1.12
C 5.24 -1.67 -0.10
C 3.92 -1.41 -0.54
C 3.44 -1.97 -1.73
N 2.20 -1.74 -2.27
C 1.55 -2.72 -3.13
C 0.05 -2.76 -2.83
C -0.22 -3.25 -1.41
N -1.65 -3.41 -1.14
C -2.66 -2.60 -1.29
C -2.74 -1.21 -1.63
C -3.95 -0.77 -2.20
C -4.18 0.55 -2.53
C -5.47 1.00 -3.17
C -3.16 1.45 -2.23
C -1.99 1.09 -1.58
C -0.99 2.12 -1.30
N -0.03 2.04 -0.46
C 0.90 3.18 -0.43
C 2.34 2.73 -0.25
C 2.78 2.49 1.19
N 2.00 1.56 2.04
C 2.56 0.46 2.37
C 3.61 -0.20 1.56
C 4.90 -0.52 1.97
C 3.11 -0.61 0.32
O 1.83 -0.33 -0.01
C -1.74 -0.27 -1.27
O -0.69 -0.65 -0.64
H 7.73 -1.96 0.72
H 7.12 -2.37 2.32
H 7.64 -0.73 1.97
H 5.88 -2.26 -0.75
H 4.09 -2.63 -2.29
H 1.59 -1.17 -1.70
H 1.98 -3.70 -2.96
H 1.70 -2.47 -4.18
H -0.44 -3.41 -3.55
H -0.37 -1.76 -2.97
H 0.22 -2.59 -0.67
H 0.22 -4.24 -1.28
H -1.91 -4.32 -0.79
H -3.62 -3.09 -1.14
H -4.73 -1.51 -2.39
H -6.10 0.15 -3.42
H -5.27 1.56 -4.09
H -6.03 1.66 -2.50
H -3.30 2.50 -2.48
H -1.09 3.05 -1.88
H 0.61 3.87 0.37
H 0.82 3.73 -1.37
H 2.99 3.52 -0.62
H 2.52 1.85 -0.87
H 2.72 3.45 1.70
H 3.83 2.20 1.19
H 2.13 -0.11 3.19
H 5.26 -0.20 2.94
C -4.30 0.41 1.61
C -2.84 0.69 1.69
N -1.91 -0.19 1.61
N -2.32 -1.51 1.55
C -1.34 -2.30 1.88
N -1.64 -3.65 1.94
S 0.31 -1.84 2.23
C -2.32 2.07 1.95
C -3.18 3.13 2.15
C -2.64 4.35 2.56
C -1.28 4.44 2.76
C -0.50 3.31 2.53
N -0.99 2.16 2.11
H -4.46 -0.54 1.11
H -4.82 1.21 1.08
H -4.73 0.33 2.62
H -2.61 -3.85 2.17
H -0.98 -4.18 2.48
H -4.24 3.01 2.01
H -3.29 5.20 2.73
H -0.83 5.35 3.12
H 0.56 3.33 2.71